# 1
Density functional theory data (ωB97M-V/def2-TZVPD) for C14H42BeNO8 as an isolated structure at a distorted geometry.

Geometry as ORCA input:
```
! RIJCOSX wB97M-V def2-TZVPD def2/J DEFGRID3
* xyz 1 1
Be 1.32463 -0.25347 -1.70727
C -1.50038 -1.29208 2.67352
C -1.52059 -0.04317 1.74877
C -2.44068 0.98912 2.47095
C -1.84026 1.81806 3.54882
C -0.56994 2.50279 3.08271
C 0.43050 1.42325 2.60420
N -0.19060 0.59469 1.51482
O 0.61141 -0.22447 0.77638
C 0.90072 0.59235 3.83596
C 1.67385 2.21702 2.07359
C -2.20728 -0.38186 0.43835
H -2.28330 -2.00814 2.41742
H -1.76710 -1.11214 3.71703
H -0.48532 -1.68600 2.60736
H -3.26879 0.46864 2.95858
H -2.88152 1.55086 1.64200
H -1.71630 1.22807 4.45986
H -2.47262 2.65045 3.87147
H -0.08531 3.18391 3.77928
H -0.85609 3.03325 2.16832
H 1.55642 -0.16561 3.39587
H 0.11575 0.05287 4.35656
H 1.53265 1.21878 4.46277
H 1.32386 3.07734 1.49976
H 2.36568 1.66084 1.44305
H 2.22945 2.59972 2.92838
H -2.36157 0.51088 -0.17133
H -3.13505 -0.92778 0.61589
H -1.66227 -1.07783 -0.20194
C -0.38173 3.47851 -2.44325
C -0.38288 2.95294 -1.00612
O 0.73658 2.11480 -0.73642
H 0.21393 2.88365 -3.13462
H -0.01143 4.49945 -2.57130
H -1.37369 3.60573 -2.88254
H -1.22888 2.28685 -0.82045
H -0.49760 3.84346 -0.38292
H 0.73124 1.93466 0.21126
O 3.12166 -2.06400 -1.49305
H 4.06175 -1.98587 -1.68680
H 3.03381 -2.90090 -1.02329
O 2.25851 1.45251 -3.20423
H 2.02508 2.35317 -3.45325
H 3.22072 1.42870 -3.23334
O 1.51552 -1.47992 -3.97738
H 0.84577 -1.86903 -4.54876
H 2.31075 -1.44000 -4.51968
O 3.50374 0.72443 -0.68535
H 4.31560 1.23768 -0.76036
H 3.39232 0.57362 0.26214
O -0.74586 0.40576 -2.80884
H -0.78637 0.85120 -3.66319
H -1.56422 -0.09837 -2.75275
C -0.85633 -3.80602 -0.07416
C -0.29996 -3.67011 -1.50234
C -0.84389 -4.68405 -2.50387
O -0.52947 -2.36684 -2.00198
H -1.94291 -3.89156 -0.16695
H -0.62974 -2.95549 0.56426
H -0.50288 -4.75102 0.34010
H 0.77794 -3.84901 -1.44111
H -0.40113 -4.38870 -3.45995
H -1.90287 -4.51977 -2.72957
H -0.63740 -5.71781 -2.24195
H -1.36562 -2.38900 -2.47913
*
```

Summary:
* highest occupied orbital energy: -8.899 eV
* Kohn-Sham gap: 5.111 eV
* energy relative to the best compared isomer or geometry (same formula, charge and spin): 0.000 eV


# 2
Density functional theory data (ωB97M-V/def2-TZVPD) for a 7-piece molecular cluster, C14H42O7 overall at a distorted geometry.

Geometry as ORCA input:
```
! RIJCOSX wB97M-V def2-TZVPD def2/J DEFGRID3
* xyz 1 2
C 2.86995 0.87262 3.14421
C 2.55609 2.41772 2.89078
O 1.36963 2.73294 3.49972
H 2.68695 0.46970 4.14033
H 3.88187 0.64680 2.80788
H 2.16691 0.27821 2.56067
H 2.37536 2.50721 1.81960
H 3.34605 3.05782 3.28363
H 0.95659 3.45480 3.02022
C -2.09947 -0.16489 4.74290
C -1.84651 -0.32952 3.26566
O -0.93954 -1.43585 3.03509
H -2.61538 -1.05792 5.09566
H -2.72521 0.71018 4.91841
H -1.17879 -0.03029 5.31066
H -1.62151 0.60207 2.74641
H -2.80542 -0.64799 2.85681
H -0.67408 -1.32013 2.11981
C -2.67767 1.82797 -3.88288
C -3.11170 2.74294 -2.70810
O -4.04969 3.60334 -3.32288
H -1.88393 1.15863 -3.55114
H -2.34718 2.44415 -4.71906
H -3.52635 1.28295 -4.29615
H -2.29764 3.28421 -2.22598
H -3.64166 2.22885 -1.90627
H -4.46197 4.13764 -2.64014
C 5.18434 1.51368 -1.94940
C 4.43500 0.30664 -1.48674
O 5.04359 -0.25826 -0.37634
H 5.54283 1.98060 -1.03202
H 4.56148 2.17380 -2.55305
H 6.12826 1.29398 -2.44824
H 4.22415 -0.37927 -2.30721
H 3.51943 0.76819 -1.11687
H 4.39070 -0.80191 0.07063
C -0.01275 1.11187 -0.12380
C -0.93998 -0.02631 -0.50422
O -0.67959 -1.33252 0.15494
H 1.04291 0.92883 -0.32425
H -0.28071 1.55669 0.83455
H -0.18461 1.99315 -0.74179
H -0.95188 -0.23739 -1.57352
H -1.95850 0.21896 -0.20330
H -1.32158 -1.93014 -0.23531
C -5.20218 -2.45964 -2.42080
C -4.04554 -1.64262 -1.86373
O -4.16329 -1.52283 -0.47143
H -5.27352 -3.43028 -1.93002
H -5.08833 -2.58667 -3.49737
H -6.11483 -1.90048 -2.21463
H -4.07941 -0.59658 -2.16831
H -3.07531 -2.01812 -2.18891
H -4.17816 -2.42259 -0.13704
C 3.33314 -3.45005 -0.55599
C 2.77198 -2.72374 0.75761
O 2.39125 -1.53280 0.26619
H 4.12272 -2.81271 -0.95407
H 2.60140 -3.64431 -1.34016
H 3.64707 -4.46146 -0.29793
H 3.59891 -2.65470 1.46438
H 1.85942 -3.12803 1.19564
H 1.44567 -1.36709 0.26648
*
```

Summary:
* highest occupied orbital energy (alpha / beta): -12.331 / -12.176 eV
* expectation value of S²: 0.755
* Kohn-Sham gap (alpha / beta): 9.752 / 2.707 eV
* energy relative to the best compared isomer or geometry (same formula, charge and spin): 1.825 eV


# 3
Density functional theory data (ωB97M-V/def2-TZVPD) for a 8-piece molecular cluster, C14H43N2O16S4 overall at a distorted geometry.

Geometry as ORCA input:
```
! RIJCOSX wB97M-V def2-TZVPD def2/J DEFGRID3
* xyz -1 1
N 0.54015 0.95619 0.12294
H -0.26158 1.59804 -0.04622
H 0.15693 0.02169 0.26230
H 0.75818 1.21891 1.10471
H 1.29550 1.11771 -0.52393
N -1.50814 2.44437 3.02062
H -0.51303 2.13014 3.04364
H -1.63818 3.41428 3.29057
H -2.09862 1.74921 3.46129
H -1.74910 2.51667 2.01297
C -0.88907 3.82422 -0.15777
O 0.39970 3.80770 -0.14351
O -1.46936 4.89912 -0.55508
O -1.52976 2.77116 0.25630
C 1.52174 1.39467 4.16410
O 1.21792 1.67120 2.83550
H 2.40945 0.76736 4.34592
H 1.73416 2.35076 4.67261
H 0.63088 1.00078 4.68955
O -4.38185 1.81428 1.31624
S -4.52352 0.57133 0.59774
O -4.68059 -0.72963 1.23130
O -5.83524 0.75622 -0.41904
C -5.95122 1.88774 -1.26157
C -7.39395 1.85199 -1.80519
C -3.32728 0.51902 -0.73007
H -5.22878 1.89047 -2.07863
H -5.86801 2.69283 -0.52550
H -7.50262 2.84563 -2.24732
H -8.11301 1.59236 -1.03517
H -7.45641 1.18060 -2.66291
H -3.21115 1.49483 -1.18862
H -3.61556 -0.30577 -1.38030
H -2.43572 0.16311 -0.21334
O -0.12464 -0.20779 -4.76313
S -0.20059 0.58286 -3.56596
O -0.79640 -0.01679 -2.37394
O 1.29942 1.14917 -3.24503
C 2.44374 0.51300 -3.84814
C 2.70024 1.16614 -5.19052
C -1.03674 2.15618 -3.88853
H 2.17841 -0.53536 -3.97528
H 3.27043 0.73737 -3.17790
H 2.99399 2.20791 -5.08184
H 1.86076 0.92833 -5.84564
H 3.49645 0.69420 -5.77637
H -0.83096 2.88363 -3.10193
H -2.10695 1.95680 -3.89086
H -0.67249 2.39857 -4.88432
O 2.67920 -0.80982 -0.53584
S 3.50034 -1.65857 0.28125
O 2.93571 -2.71309 1.07697
O 4.80679 -2.17496 -0.56586
C 5.44987 -3.39334 -0.15910
C 6.75535 -3.65098 -0.89631
C 4.36924 -0.54321 1.44934
H 4.75830 -4.23236 -0.09747
H 5.74519 -3.26240 0.88847
H 6.54609 -3.95166 -1.92735
H 7.36367 -4.46052 -0.49759
H 7.37380 -2.76262 -1.02264
H 5.24471 -1.07625 1.82151
H 3.65263 -0.24955 2.21041
H 4.81800 0.18988 0.78127
O -0.72843 -0.88199 1.51700
S -1.22981 -1.27335 2.80859
O -1.99627 -0.37177 3.61587
O -1.99384 -2.70666 2.73131
C -1.71270 -3.56449 1.57531
C -0.25210 -4.07437 1.51872
C 0.25763 -1.75344 3.80717
H -1.88135 -2.95074 0.69017
H -2.52767 -4.28211 1.58342
H 0.05186 -4.80324 0.76434
H 0.11197 -4.48677 2.46277
H 0.50564 -3.32010 1.29440
H -0.17004 -1.93718 4.79141
H 0.83319 -0.83983 3.97048
H 0.77547 -2.49788 3.21722
*
```

Summary:
* highest occupied orbital energy: -2.212 eV
* Kohn-Sham gap: 3.974 eV


# 4
Density functional theory data (ωB97M-V/def2-TZVPD) for a 6-piece molecular cluster, C14H44BNO6S5Si overall.

Geometry as ORCA input:
```
! RIJCOSX wB97M-V def2-TZVPD def2/J DEFGRID3
* xyz 0 1
C -2.09608 1.16482 0.73050
C -1.06227 0.07805 1.05653
N -1.60926 -1.28806 1.00755
Si -1.33481 -2.22565 -0.43677
B -2.97850 -2.24979 -1.65793
O -4.22598 -2.18677 -1.07269
C -2.93373 -2.30637 -3.23177
C -1.67192 -2.98460 -3.77991
H -1.68743 1.91033 0.04626
H -2.39370 1.67220 1.64813
H -2.98356 0.72659 0.27238
H -0.20672 0.16434 0.37785
H -0.68514 0.25428 2.06428
H -1.39568 -1.79199 1.85433
H -0.13653 -1.74126 -1.15436
H -1.08920 -3.62976 0.01333
H -4.22419 -2.52103 -0.17115
H -3.02284 -1.29737 -3.65342
H -3.82287 -2.85325 -3.56656
H -1.50790 -3.95767 -3.31052
H -1.73934 -3.14758 -4.85616
H -0.78113 -2.38469 -3.58858
C -6.71985 -1.67336 -3.19416
S -6.63348 -2.44680 -4.80935
O -6.58686 -1.34819 -5.80924
C -8.32198 -3.06685 -4.81330
H -5.76663 -1.18529 -3.01207
H -7.52839 -0.94218 -3.19526
H -6.87445 -2.43522 -2.43111
H -9.00742 -2.22836 -4.69239
H -8.44544 -3.79255 -4.00950
H -8.48726 -3.54819 -5.77479
C 3.00525 -4.67151 0.90478
S 3.06830 -2.87726 0.84317
O 2.09866 -2.44607 -0.19983
C 4.70564 -2.71290 0.14778
H 2.02394 -4.94798 1.28477
H 3.14018 -5.06597 -0.10226
H 3.78154 -5.03835 1.57611
H 4.78197 -3.26139 -0.79159
H 5.44181 -3.06701 0.86945
H 4.84750 -1.64710 -0.01997
C -0.16902 5.53441 4.20141
S -1.47079 4.40191 3.69918
O -0.82438 3.07465 3.51489
C -1.70590 5.08667 2.05503
H 0.15344 5.23282 5.19573
H 0.66032 5.45656 3.49842
H -0.56180 6.55057 4.23283
H -0.76136 5.04032 1.51336
H -2.06285 6.11330 2.13530
H -2.45244 4.47289 1.55512
C 4.66929 2.39650 -0.76995
S 5.80269 1.00944 -0.83027
O 5.76320 0.37735 0.52180
C 7.31345 1.97276 -0.92750
H 3.66633 1.98666 -0.66886
H 4.89576 3.01812 0.09585
H 4.74234 2.96066 -1.70009
H 7.36890 2.63493 -0.06370
H 7.31428 2.54128 -1.85700
H 8.14705 1.27375 -0.92024
C 3.33479 2.35785 4.61208
S 3.93828 2.04143 2.94889
O 3.68881 3.29291 2.17394
C 2.65152 0.88321 2.47694
H 3.99847 3.09420 5.06047
H 2.31889 2.74964 4.55854
H 3.36521 1.43284 5.18764
H 1.67652 1.35981 2.58534
H 2.72334 -0.01035 3.09698
H 2.83130 0.61344 1.43799
*
```

Summary:
* highest occupied orbital energy: -8.259 eV
* Kohn-Sham gap: 8.810 eV


# 5
Density functional theory data (ωB97M-V/def2-TZVPD) for a 7-piece molecular cluster, C14H44N2O10 overall at a distorted geometry.

Geometry as ORCA input:
```
! RIJCOSX wB97M-V def2-TZVPD def2/J DEFGRID3
* xyz 0 1
O -0.28007 -1.08707 0.24957
H -0.71778 -0.75430 1.14283
H 0.20376 -0.31329 -0.19326
H -1.04902 -1.40225 -0.29838
O -1.13802 0.11965 2.37415
H -0.79605 -0.54990 2.98366
C 4.29759 -1.07312 -2.46378
C 3.43311 -0.65473 -1.28446
C 3.47498 -1.76462 -0.25379
O 2.47218 -1.64282 0.76809
C 2.94051 -2.21649 1.99417
N 3.85186 0.64828 -0.73521
H 5.26677 -1.43861 -2.12192
H 4.45143 -0.29580 -3.21497
H 3.75375 -1.82762 -3.04544
H 2.37312 -0.60759 -1.55752
H 4.48253 -1.90703 0.15031
H 3.14325 -2.67061 -0.77313
H 3.90578 -1.83354 2.31922
H 2.97887 -3.29844 1.79918
H 2.13015 -2.10836 2.71214
H 4.64742 0.44454 -0.13155
H 4.20275 1.26673 -1.45557
C -1.68051 2.10406 -0.70794
C -0.27019 2.16609 -1.30041
C 0.17049 3.63318 -1.43482
O -0.66485 4.45744 -2.20395
C -0.41521 4.34513 -3.59286
N 0.65258 1.35408 -0.51187
H -2.06050 1.11901 -0.43233
H -2.39751 2.61261 -1.35086
H -1.64345 2.64949 0.24322
H -0.37092 1.67774 -2.28096
H 1.18543 3.61894 -1.86026
H 0.24424 4.07786 -0.44103
H 0.62778 4.64079 -3.76759
H -1.13478 4.97099 -4.10892
H -0.47350 3.31631 -3.96821
H 0.55203 1.68858 0.46412
H 1.63059 1.53230 -0.73523
C -2.60601 -2.54494 -2.27935
C -2.37949 -3.67860 -1.28444
O -1.01087 -3.78866 -0.98409
O -2.17872 -1.32654 -1.69409
H -3.68616 -2.46903 -2.45201
H -2.10946 -2.77142 -3.22647
H -2.83161 -4.57271 -1.72786
H -3.07502 -3.49621 -0.45961
H -0.71928 -4.66815 -1.23502
H -2.35194 -0.52871 -2.19784
C 2.31996 1.68971 4.19782
C 2.07075 1.45612 2.69731
O 0.82563 2.00516 2.29256
O 1.47164 0.91086 5.00910
H 2.14962 2.75647 4.37471
H 3.36447 1.44781 4.39424
H 2.08094 0.37475 2.51525
H 2.87286 1.91747 2.11310
H 0.17125 1.30742 2.55717
H 0.55385 1.08249 4.76597
C -4.20417 -0.77151 1.66934
C -5.20525 -1.35377 0.69481
O -6.18292 -0.35783 0.42725
O -3.14048 -1.64653 1.95000
H -4.72522 -0.46974 2.58785
H -3.79553 0.15852 1.25970
H -5.68424 -2.30439 0.93495
H -4.61241 -1.52883 -0.21687
H -6.99682 -0.75728 0.11966
H -2.36597 -1.06949 2.22239
*
```

Summary:
* highest occupied orbital energy: -9.065 eV
* Kohn-Sham gap: 9.319 eV
* energy relative to the best compared isomer or geometry (same formula, charge and spin): 1.037 eV


# 6
Density functional theory data (ωB97M-V/def2-TZVPD) for a 8-piece molecular cluster, C14H44O12 overall at a distorted geometry.

Geometry as ORCA input:
```
! RIJCOSX wB97M-V def2-TZVPD def2/J DEFGRID3
* xyz 0 1
C -2.24651 3.44280 0.08013
C -1.16667 2.42328 -0.30662
O -0.03093 3.01099 -0.98652
O -2.72340 4.17407 -1.05357
H -1.81582 4.17433 0.75477
H -3.05993 2.94412 0.62349
H -1.49950 1.67542 -1.03655
H -0.94120 1.86117 0.58284
H 0.49024 3.55108 -0.36900
H -1.97306 4.24037 -1.65569
C 2.06841 4.26706 2.10497
C 3.45596 4.73429 1.73355
O 3.98939 4.10709 0.56812
O 0.99139 4.61446 1.19605
H 1.79751 4.70711 3.07725
H 2.07415 3.19457 2.19029
H 4.09155 4.46878 2.62405
H 3.46749 5.85221 1.72366
H 3.60560 4.60276 -0.17142
H 0.78863 5.54341 1.12939
C 1.66736 -0.20396 0.62928
C 2.25443 0.46219 -0.62173
O 1.25140 0.63259 -1.61963
O 0.95915 -1.37295 0.34849
H 0.94837 0.44312 1.17891
H 2.47440 -0.43101 1.36503
H 2.98487 -0.21095 -1.02237
H 2.78137 1.38833 -0.46181
H 0.84990 1.51995 -1.47822
H 1.53086 -1.96530 -0.16814
C -1.47058 -2.28858 -2.18364
C -2.42283 -2.50713 -3.38604
O -2.79303 -3.89032 -3.52941
O -1.18748 -0.87474 -2.15333
H -0.55177 -2.86723 -2.30439
H -1.97592 -2.66802 -1.29638
H -1.94449 -2.29993 -4.31846
H -3.27129 -1.81800 -3.15085
H -3.51031 -3.98612 -2.90493
H -0.30426 -0.57242 -1.82898
O 2.07643 1.61487 -4.30482
H 1.25763 2.13937 -4.33572
H 1.94680 1.13610 -3.48370
C 1.43193 -4.74472 -2.64214
C 1.82681 -4.36712 -1.24710
O 2.48891 -3.12349 -1.13307
H 2.30779 -5.23471 -3.11466
H 1.18476 -3.80333 -3.16599
H 0.57044 -5.42270 -2.70508
H 2.34254 -5.15907 -0.68054
H 0.94475 -4.21029 -0.56192
H 3.39438 -3.20037 -1.52616
C -2.45120 -3.79392 2.20419
C -1.24156 -3.03799 1.66651
O -1.76392 -1.80405 1.11101
H -2.93327 -3.21098 2.99636
H -2.03163 -4.68027 2.64296
H -3.18797 -4.02807 1.40077
H -0.70096 -3.52527 0.83050
H -0.54751 -2.82782 2.49891
H -1.05374 -1.44334 0.60620
C -1.29991 0.35796 3.77855
C -1.86985 1.59304 3.14112
O -2.96986 1.38511 2.25607
H -0.96859 -0.39280 3.05158
H -2.07148 -0.13348 4.34735
H -0.44746 0.58835 4.42302
H -1.02677 2.08401 2.61870
H -2.22372 2.35527 3.85004
H -2.61721 0.81081 1.57443
*
```

Summary:
* highest occupied orbital energy: -9.632 eV
* SMILES: OCCO.OCCO.OCCO.OCCO.CCO.CCO.CCO.O
* Kohn-Sham gap: 9.790 eV
* energy relative to the best compared isomer or geometry (same formula, charge and spin): 0.355 eV